(1)
# C25H37N3O6S

A single C25H37N3O6S molecule (ωB97M-V/def2-TZVPD, OMol25).

Each line ends with the Löwdin charge.
CARTESIAN COORDINATES (ANGSTROEM)
C 6.501 4.525 3.386  -0.04
H 7.183 3.808 3.847  0.10
H 6.778 4.649 2.337  0.10
H 6.537 5.479 3.905  0.09
O 5.159 4.066 3.490  -0.04
C 4.904 2.858 2.978  -0.48
O 5.742 2.167 2.461  0.12
C 3.441 2.492 3.166  -0.22
C 3.148 1.083 2.647  -0.11
H 3.878 0.381 3.051  0.12
H 2.153 0.785 2.984  0.11
C 3.213 1.031 1.116  -0.13
N 2.328 2.014 0.536  -0.04
C 1.248 1.821 -0.256  -0.41
O 0.573 2.765 -0.632  0.05
C 0.920 0.384 -0.660  -0.21
H 1.856 -0.138 -0.884  0.13
C 0.058 0.346 -1.929  -0.10
H 0.502 0.987 -2.691  0.13
H 0.037 -0.680 -2.301  0.10
C -1.380 0.813 -1.682  -0.13
N -1.972 0.063 -0.599  -0.02
C -2.940 -0.868 -0.657  -0.41
O -3.199 -1.583 0.305  0.04
C -3.774 -1.025 -1.931  -0.26
N -4.204 -2.405 -2.023  -0.07
S -3.174 -3.432 -2.823  0.65
O -2.809 -2.786 -4.052  -0.29
O -3.822 -4.708 -2.871  -0.28
C -1.694 -3.593 -1.824  -0.27
C -1.779 -4.094 -0.539  -0.05
C -0.625 -4.226 0.211  -0.03
C 0.615 -3.875 -0.320  -0.29
C 0.678 -3.393 -1.622  -0.05
C -0.477 -3.248 -2.374  -0.06
H -0.456 -2.884 -3.390  0.11
H 1.634 -3.129 -2.050  0.12
C 1.858 -4.037 0.502  -0.04
H 2.126 -5.091 0.563  0.09
H 1.698 -3.676 1.516  0.08
H 2.693 -3.498 0.061  0.07
H -0.681 -4.606 1.220  0.12
H -2.738 -4.374 -0.137  0.12
H -4.460 -2.772 -1.115  0.11
H -3.189 -0.849 -2.836  0.13
C -5.022 -0.107 -1.936  -0.35
C -4.649 1.369 -2.038  -0.06
H -4.075 1.570 -2.939  0.08
H -4.070 1.684 -1.173  0.08
H -5.555 1.971 -2.076  0.08
C -5.903 -0.349 -0.713  -0.06
H -6.255 -1.376 -0.693  0.08
H -5.354 -0.154 0.205  0.08
H -6.768 0.309 -0.745  0.08
H -5.589 -0.388 -2.830  0.14
C -1.227 0.217 0.636  -0.11
C 0.183 -0.343 0.475  -0.09
H 0.721 -0.242 1.418  0.11
H 0.111 -1.404 0.231  0.11
H -1.762 -0.318 1.421  0.13
H -1.184 1.284 0.878  0.14
H -1.955 0.698 -2.596  0.11
H -1.363 1.871 -1.404  0.12
C 2.665 3.364 0.944  -0.12
C 2.534 3.508 2.458  -0.11
H 2.799 4.520 2.760  0.12
H 1.498 3.320 2.746  0.13
H 1.984 4.046 0.432  0.12
H 3.693 3.580 0.633  0.14
H 2.965 0.028 0.778  0.11
H 4.239 1.257 0.804  0.13
H 3.250 2.538 4.244  0.16

Properties
**Net charge**: 0
**ΔE to the lowest compared entry with this formula, charge and spin**: 0.0 kJ/mol
**Orbital gap**: 9.6087 eV
**SMILES**: COC(=O)C1CCN(C(=O)C2CCN(C(=O)[C@@H](NS(=O)(=O)c3ccc(C)cc3)C(C)C)CC2)CC1
**Max |F|**: 0.9 eV Å⁻¹

=====

(2)
# C6H11N

2 unconnected molecules or ions with the total composition C6H11N (ωB97M-V/def2-TZVPD, OMol25).

Each line ends with the Löwdin charge.
CARTESIAN COORDINATES (ANGSTROEM)
C -2.566 -0.055 -0.682  -0.11
C -1.162 0.525 -0.677  -0.32
C -0.049 -0.269 -0.924  -0.03
C 1.294 -0.549 0.914  -0.21
C 2.634 -0.007 0.473  -0.11
C 0.438 0.187 1.664  -0.23
N -0.542 0.848 1.875  0.13
H -3.204 0.377 0.096  0.07
H -3.053 0.130 -1.647  0.07
H -2.541 -1.140 -0.529  0.07
H -1.086 1.569 -0.988  0.11
H -0.999 0.829 0.748  0.06
H -0.169 -1.346 -1.025  0.08
H 0.830 0.147 -1.407  0.07
H 1.226 -1.627 1.053  0.11
H 3.012 -0.594 -0.371  0.08
H 2.553 1.037 0.154  0.08
H 3.381 -0.061 1.272  0.07

Properties
**Net charge**: 0
**ΔE to the lowest compared entry with this formula, charge and spin**: 308.6 kJ/mol
**Orbital gap**: 9.8175 eV
**SMILES**: CC=C=N.C=CC
**Max |F|**: 0.7 eV Å⁻¹

=====

(3)
# C44H32FN11PPt

A molecular structure, C44H32FN11PPt (ωB97M-V/def2-TZVPD, OMol25).

Each line ends with the Löwdin charge.
CARTESIAN COORDINATES (ANGSTROEM)
Pt -1.027 0.062 0.608  1.45
C 0.662 6.277 1.728  -0.05
C -0.261 6.553 0.703  -0.05
C -0.940 5.543 0.053  0.00
C -0.675 4.234 0.451  -0.11
C -1.226 2.981 -0.002  -0.27
N -0.617 1.954 0.751  -0.08
C 0.278 2.530 1.666  -0.29
N 1.051 1.928 2.531  0.19
C 1.087 0.604 2.689  -0.29
C 1.924 -0.082 3.641  -0.13
C 2.806 0.388 4.609  0.00
C 3.443 -0.553 5.401  -0.06
C 3.210 -1.924 5.237  -0.06
C 2.331 -2.394 4.275  0.00
C 1.693 -1.454 3.477  -0.12
C 0.708 -1.596 2.425  -0.30
N 0.240 -2.762 1.995  0.18
C -0.747 -2.859 1.121  -0.28
N -1.448 -1.829 0.485  -0.06
C -2.427 -2.389 -0.350  -0.28
N -3.242 -1.769 -1.186  0.20
C -3.218 -0.464 -1.376  -0.29
N -2.423 0.466 -0.770  -0.05
C -2.677 1.714 -1.295  -0.27
N -2.123 2.866 -0.948  0.19
C -3.695 1.573 -2.316  -0.12
C -4.314 2.500 -3.144  0.00
C -5.279 2.026 -4.021  -0.06
C -5.619 0.671 -4.069  -0.06
C -5.005 -0.254 -3.237  0.00
C -4.040 0.220 -2.362  -0.12
C -2.347 -3.811 -0.216  -0.13
C -3.077 -4.830 -0.835  0.00
C -2.721 -6.129 -0.548  -0.06
C -1.662 -6.423 0.339  -0.06
C -0.946 -5.424 0.958  0.00
C -1.300 -4.102 0.669  -0.12
N 0.401 -0.346 1.961  -0.06
C 0.239 3.960 1.471  -0.11
C 0.924 4.981 2.126  0.00
H 1.169 7.100 2.212  0.11
H -0.440 7.584 0.428  0.11
H -1.654 5.747 -0.732  0.12
H 2.979 1.448 4.735  0.12
H 4.131 -0.225 6.169  0.11
H 3.722 -2.626 5.881  0.11
H 2.141 -3.451 4.148  0.12
H -4.052 3.548 -3.101  0.12
H -5.785 2.718 -4.681  0.11
H -6.380 0.343 -4.765  0.11
H -5.262 -1.304 -3.262  0.12
H -3.891 -4.593 -1.506  0.12
H -3.263 -6.947 -1.003  0.11
H -1.417 -7.459 0.534  0.11
H -0.143 -5.640 1.649  0.12
H 1.628 4.754 2.915  0.12
F -2.493 -2.369 -4.554  0.11
C -1.463 -1.965 -3.814  -0.26
C -0.797 -2.899 -3.040  0.02
C 0.257 -2.473 -2.252  -0.06
C 0.634 -1.130 -2.264  -0.35
C -0.050 -0.210 -3.064  -0.07
C -1.112 -0.625 -3.845  0.02
H -1.123 -3.930 -3.042  0.13
H 0.760 -3.191 -1.616  0.11
H 0.227 0.839 -3.067  0.12
H -1.675 0.065 -4.459  0.14
C 5.117 -1.264 -1.362  -0.16
N 4.315 -1.351 -0.142  -0.13
C 4.307 -0.047 0.526  -0.15
N 3.840 1.032 -0.346  -0.13
C 4.670 1.074 -1.549  -0.16
N 4.689 -0.200 -2.274  -0.13
C 3.365 -0.474 -2.808  -0.22
P 2.131 -0.620 -1.461  1.10
C 2.959 -1.836 -0.372  -0.21
C 2.403 0.966 -0.584  -0.22
H 5.084 -2.220 -1.886  0.14
H 6.148 -1.066 -1.070  0.14
H 5.328 0.185 0.829  0.14
H 3.681 -0.095 1.420  0.13
H 5.687 1.312 -1.240  0.14
H 4.313 1.863 -2.213  0.14
H 3.345 -1.400 -3.389  0.12
H 3.052 0.336 -3.474  0.11
H 2.963 -2.817 -0.851  0.11
H 2.431 -1.926 0.580  0.09
H 1.884 0.961 0.371  0.05
H 2.037 1.806 -1.179  0.12

Properties
**Net charge**: +1
**Orbital gap (alpha / beta)**: 5.1012 / 5.2816 eV
**Multiplicity**: 5
**<S²>**: 6.03
**Max |F|**: 0.6 eV Å⁻¹

=====

Question: Number 3 is which compound?
Answer: C44H32FN11PPt

=====

Question: Which formula does entry 2 have?
Answer: C6H11N

=====

Question: Which formula does entry 2 have?
Answer: C6H11N

=====

Question: Number 2 is which compound?
Answer: C6H11N